DFT (wB97M-V/def2-TZVPD) results for a cluster of 15 separate species, H32NO14 in total.

Cartesian coordinates (Å):
N -15.282 8.005 4.861
H -14.334 7.919 5.121
H -15.358 8.731 4.165
H -15.806 8.202 5.678
H -15.560 7.072 4.632
O -17.775 9.121 2.449
H -17.443 8.263 2.178
H -18.642 9.002 2.836
O -13.130 6.094 4.166
H -13.730 5.392 3.883
H -12.304 5.640 4.164
O -16.171 10.582 6.323
H -16.922 10.007 6.290
H -16.126 11.220 7.006
O -15.210 4.343 3.553
H -15.916 5.000 3.334
H -15.082 4.004 2.673
O -17.235 5.693 5.702
H -17.931 6.266 6.094
H -16.976 5.095 6.448
O -15.205 10.628 2.711
H -15.928 11.205 2.976
H -15.589 10.040 2.044
O -18.440 8.835 5.361
H -18.694 8.935 6.256
H -18.712 9.721 5.055
O -14.364 9.339 8.224
H -14.952 9.778 7.608
H -13.588 9.876 8.364
O -13.725 6.829 7.426
H -14.446 6.173 7.521
H -13.855 7.554 7.988
O -11.027 8.091 6.575
H -10.844 8.181 5.642
H -11.949 8.080 6.793
O -12.633 8.128 2.257
H -12.457 7.697 1.450
H -13.131 7.424 2.635
O -17.347 8.174 8.138
H -17.933 8.344 8.843
H -16.617 7.780 8.599
O -13.189 10.187 5.603
H -13.721 10.947 5.606
H -12.542 10.475 4.966
O -15.414 6.688 1.996
H -15.188 5.999 1.371
H -14.961 7.420 1.585

Values from the calculation:
* energy relative to the best compared isomer or geometry (same formula, charge and spin): 1.121 eV
* Kohn-Sham gap: 10.0175 eV
* total charge: +1
* calculated total energy: -1127.0809 a.u.

Mulliken population analysis, charges in e, atoms 1 to 4: number 1, N, carries 0.548; number 2, H, carries 0.184; number 3, H, carries 0.180; number 4, H, carries -0.021

DFT (wB97M-V/def2-TZVPD) results for a cluster of 16 separate species, H32O16 in total.

Cartesian coordinates (Å):
O -1.575 9.418 -11.539
H -1.822 9.287 -12.438
H -2.425 9.619 -11.104
O -4.568 8.186 -13.291
H -4.430 8.688 -12.448
H -3.973 8.564 -13.907
O -3.472 9.285 -15.497
H -3.272 10.074 -14.992
H -2.664 9.002 -15.964
O 1.555 6.655 -13.495
H 0.941 6.958 -14.164
H 2.364 7.129 -13.578
O -0.896 4.856 -11.993
H -0.098 4.876 -11.468
H -1.437 4.293 -11.503
O -0.799 4.141 -14.636
H -0.516 3.271 -14.877
H -0.787 4.181 -13.684
O 0.643 7.471 -10.936
H 0.033 8.134 -11.253
H 1.020 7.010 -11.672
O -0.026 6.591 -15.823
H -0.396 5.775 -15.413
H 0.465 6.422 -16.613
O 0.012 9.355 -13.885
H -0.407 8.542 -14.064
H -0.260 9.917 -14.560
O -3.559 3.603 -13.893
H -2.881 3.790 -14.547
H -3.540 4.384 -13.283
O -1.901 7.246 -13.594
H -1.600 6.477 -13.133
H -2.260 7.046 -14.477
O -1.241 8.820 -16.688
H -1.466 8.973 -17.581
H -0.919 7.915 -16.724
O -2.770 6.280 -16.272
H -3.119 6.905 -16.869
H -2.198 5.734 -16.763
O -2.416 6.833 -10.169
H -2.144 7.670 -9.961
H -1.695 6.449 -10.673
O -3.972 5.727 -12.242
H -3.294 5.861 -11.598
H -4.038 6.611 -12.586
O -5.055 5.104 -15.490
H -4.999 4.169 -15.495
H -4.171 5.438 -15.685

Values from the calculation:
* energy relative to the best compared isomer or geometry (same formula, charge and spin): 4.751 eV
* Kohn-Sham gap: 8.8978 eV
* calculated total energy: -1223.0242 a.u.

Mulliken population analysis, charges in e, atoms 1 to 4: number 1, O, carries -0.688; number 2, H, carries 0.180; number 3, H, carries 0.316; number 4, O, carries -0.695

DFT (wB97M-V/def2-TZVPD) results for a structure of composition H32O20S.

Cartesian coordinates (Å):
S 28.607 -55.602 -22.982
O 29.763 -54.913 -22.461
O 27.365 -55.094 -22.266
O 28.475 -55.298 -24.424
O 28.860 -57.061 -22.843
O 24.872 -55.558 -22.343
H 25.824 -55.445 -22.124
H 24.894 -56.522 -22.647
O 26.731 -52.632 -21.335
H 27.041 -53.566 -21.444
H 26.536 -52.855 -20.381
O 33.255 -56.200 -22.985
H 32.906 -55.877 -23.854
H 32.441 -55.957 -22.237
O 27.243 -53.088 -24.255
H 27.658 -53.951 -24.428
H 27.316 -52.594 -23.366
O 29.928 -57.336 -26.965
H 31.019 -57.387 -26.781
H 29.492 -56.898 -26.281
O 30.026 -54.755 -25.354
H 29.707 -53.911 -25.610
H 29.424 -55.062 -24.748
O 27.309 -54.931 -27.864
H 26.413 -54.700 -27.894
H 27.390 -55.269 -27.012
O 31.411 -55.610 -21.203
H 30.478 -55.301 -21.457
H 31.707 -54.736 -20.826
O 27.160 -55.168 -19.707
H 27.055 -55.189 -20.633
H 26.759 -55.944 -19.253
O 29.899 -53.540 -20.390
H 29.747 -53.890 -21.201
H 29.437 -53.907 -19.738
O 30.771 -53.046 -23.302
H 31.167 -53.662 -24.115
H 30.148 -53.751 -22.791
O 28.340 -58.554 -20.817
H 28.963 -58.085 -20.306
H 28.337 -58.075 -21.647
O 27.424 -56.509 -25.669
H 27.302 -57.404 -25.420
H 27.838 -55.910 -24.904
O 27.234 -58.560 -23.911
H 27.466 -59.299 -23.435
H 27.688 -57.872 -23.272
O 30.299 -58.230 -23.452
H 29.506 -57.703 -23.150
H 31.076 -57.881 -23.126
O 29.207 -52.607 -26.036
H 28.549 -52.561 -25.410
H 28.729 -52.019 -26.641

Values from the calculation:
* energy relative to the best compared isomer or geometry (same formula, charge and spin): 17.541 eV
* Kohn-Sham gap: 8.1571 eV
* total charge: -2
* calculated total energy: -1921.7887 a.u.

Mulliken population analysis, charges in e, atoms 1 to 4: number 1, S, carries 0.442; number 2, O, carries -1.601; number 3, O, carries -0.335; number 4, O, carries 0.783

DFT (wB97M-V/def2-TZVPD) results for a cluster of 17 separate species, H33O17 in total.

Cartesian coordinates (Å):
O -1.421 -3.602 -0.291
H -0.972 -2.802 -0.665
H -2.235 -3.158 -0.209
O 0.775 2.256 5.233
H 1.218 2.874 4.502
H 0.466 1.697 4.503
O 3.502 -2.242 0.150
H 2.624 -2.059 0.238
H 3.750 -1.301 -0.089
O 2.126 -5.062 -0.141
H 2.520 -4.227 -0.198
H 1.221 -4.809 0.394
O 0.472 -4.237 1.909
H 0.365 -3.539 2.531
O -1.997 0.595 -2.485
H -0.071 1.291 0.814
H -2.267 1.240 -2.008
O -3.919 1.706 -0.111
H -3.567 1.283 -0.838
H -4.938 1.241 -0.016
O 2.966 3.831 0.208
H 2.287 4.077 -0.362
H -0.304 -4.057 1.278
O 3.236 4.571 -2.218
H 3.655 5.168 -1.523
H 3.001 3.723 -1.906
O 2.739 0.498 -2.154
H 2.315 -0.244 -2.481
H 2.281 0.831 -1.502
O -3.201 2.246 3.809
H -2.937 1.359 4.166
H -2.488 2.838 3.720
O -0.839 -0.818 1.743
H -1.345 -0.718 0.838
H -0.559 0.010 2.031
O -2.263 -0.428 -0.275
H -3.020 -0.613 0.261
H -2.051 -0.260 -1.710
O 0.396 1.747 -2.900
H 0.025 2.512 -3.416
H -0.385 1.126 -2.864
O 0.808 1.217 1.308
H 0.735 2.119 1.411
H 2.890 4.073 1.170
O 2.707 -3.616 -2.104
H 2.089 -4.076 -1.626
H 3.311 -3.397 -1.423
O -4.996 -0.137 -2.394
H -4.590 -0.261 -1.453
H -4.114 -0.464 -2.856

Values from the calculation:
* energy relative to the best compared isomer or geometry (same formula, charge and spin): 7.000 eV
* Kohn-Sham gap: 8.4071 eV
* total charge: -1
* calculated total energy: -1298.7371 a.u.

Mulliken population analysis, charges in e, atoms 1 to 4: number 1, O, carries -0.669; number 2, H, carries 0.316; number 3, H, carries 0.304; number 4, O, carries -0.643

DFT (wB97M-V/def2-TZVPD) results for a cluster of 16 separate species, H34NO15 in total.

Cartesian coordinates (Å):
N -3.943 -2.323 5.806
H -3.243 -1.610 5.996
H -3.537 -3.156 5.516
H -4.660 -1.962 5.212
H -4.379 -2.608 6.640
O -0.842 -2.635 5.778
H -0.934 -2.956 4.860
H -0.944 -3.417 6.278
O -4.607 -4.902 7.027
H -3.853 -5.034 7.661
H -5.393 -4.980 7.601
O -1.956 -0.834 8.183
H -1.674 -1.670 8.454
H -1.290 -0.563 7.527
O -1.312 -5.566 5.684
H -0.922 -5.596 4.829
H -2.163 -5.361 5.360
O -3.731 -3.083 9.182
H -3.050 -3.776 9.240
H -4.521 -3.533 9.471
O -2.378 0.441 3.335
H -2.842 0.499 4.203
H -1.646 -0.134 3.480
O -4.092 -2.845 2.855
H -4.245 -3.685 2.359
H -4.307 -2.079 2.340
O -6.673 -2.224 8.228
H -5.905 -1.632 8.177
H -7.414 -1.819 8.672
O -5.475 0.027 3.668
H -5.997 0.051 4.455
H -5.813 0.678 3.028
O -3.348 0.992 5.832
H -2.471 1.134 6.195
H -4.033 0.973 6.512
O -6.482 0.294 6.135
H -5.917 0.180 6.891
H -6.796 1.200 6.277
O -1.551 -3.301 3.133
H -1.408 -4.177 2.847
H -2.502 -3.110 2.896
O -3.439 -5.556 4.089
H -4.371 -5.480 3.902
H -3.271 -6.360 3.617
O -6.918 -3.136 5.546
H -7.502 -2.615 4.963
H -7.141 -2.810 6.449
O -4.795 -0.186 8.270
H -5.096 0.315 9.013
H -3.852 -0.135 8.464

Values from the calculation:
* energy relative to the best compared isomer or geometry (same formula, charge and spin): 0.530 eV
* Kohn-Sham gap: 10.1416 eV
* total charge: +1
* calculated total energy: -1203.5402 a.u.

Mulliken population analysis, charges in e, atoms 1 to 4: number 1, N, carries 0.291; number 2, H, carries 0.357; number 3, H, carries -0.086; number 4, H, carries 0.241

DFT (wB97M-V/def2-TZVPD) results for a cluster of 17 separate species, H34O17 in total.

Cartesian coordinates (Å):
O -21.255 -10.848 7.076
H -20.448 -11.376 7.320
H -22.008 -11.408 7.251
O -17.421 -10.101 5.210
H -16.609 -10.491 5.581
H -16.996 -9.425 4.695
O -20.125 -10.660 1.306
H -20.497 -9.896 1.755
H -19.305 -10.725 1.745
O -20.185 -8.789 8.331
H -20.459 -9.563 7.777
H -19.238 -8.698 8.034
O -18.718 -11.276 7.333
H -18.212 -10.566 6.935
H -18.450 -11.970 6.711
O -23.291 -12.882 4.606
H -22.497 -13.317 4.834
H -24.040 -13.239 5.071
O -23.705 -10.034 4.338
H -23.102 -9.544 4.879
H -23.599 -10.941 4.685
O -20.386 -13.402 5.886
H -19.607 -13.981 5.877
H -20.250 -12.999 4.986
O -19.567 -7.404 5.717
H -19.168 -7.930 5.086
H -18.876 -7.334 6.347
O -21.553 -8.891 2.706
H -20.899 -9.084 3.385
H -21.759 -7.963 2.873
O -17.602 -11.234 2.411
H -16.954 -11.539 1.774
H -17.258 -10.432 2.809
O -18.679 -8.503 3.089
H -19.310 -7.946 2.588
H -17.816 -8.158 2.850
O -17.860 -13.511 4.187
H -17.630 -14.162 3.509
H -17.830 -12.706 3.692
O -20.263 -13.352 2.649
H -20.557 -12.466 2.840
H -19.846 -13.228 1.747
O -22.452 -8.399 6.076
H -22.523 -9.201 6.607
H -21.578 -8.415 5.837
O -22.479 -11.522 2.229
H -21.657 -11.246 1.863
H -22.463 -11.547 3.203
O -20.185 -10.877 4.501
H -19.309 -10.690 4.691
H -20.621 -11.028 5.293

Values from the calculation:
* energy relative to the best compared isomer or geometry (same formula, charge and spin): 3.164 eV
* Kohn-Sham gap: 7.5682 eV
* calculated total energy: -1299.4137 a.u.

Mulliken population analysis, charges in e, atoms 1 to 4: number 1, O, carries -0.777; number 2, H, carries 0.349; number 3, H, carries 0.233; number 4, O, carries -0.590